[1]
Density functional theory data (ωB97M-V with the def2-TZVPD basis set) for C16H13AuF5N2O9S2Te as an isolated structure at a distorted geometry.

```
! RIJCOSX wB97M-V def2-TZVPD def2/J DEFGRID3
* xyz -1 1
Au -0.7541 -0.7958 -0.0419
O -2.5959 -5.8428 4.2027
C -1.7813 -4.9561 4.5007
O -1.0709 -4.7745 5.5030
C -1.6202 -3.8655 3.4178
C -1.2786 -2.5641 3.7648
C -1.1239 -1.5959 2.7950
N -1.2994 -1.9143 1.5092
C -1.6172 -3.1714 1.1326
C -1.8052 -4.1570 2.0658
C -1.7380 -3.3796 -0.3538
O -2.1432 -4.3981 -0.8402
O -1.3707 -2.3324 -1.0919
H -1.1112 -2.3320 4.8075
H -0.8639 -0.5692 3.0031
H -2.0993 -5.1508 1.7569
F -0.6563 4.3029 1.2748
Te -0.4292 2.4729 1.2121
F 1.2125 2.6752 2.1310
F -2.2504 2.1447 0.9427
F 0.6720 2.8565 -0.2501
F -1.0148 2.4759 3.0032
O -0.1134 0.6375 1.2124
C 4.3865 -0.8120 0.3493
S 2.7317 -0.2232 0.7321
C 3.0168 0.1017 2.4701
O 1.8666 -1.4404 0.6799
H 4.5634 -1.7258 0.9161
H 5.1211 -0.0465 0.5987
H 4.4196 -1.0232 -0.7176
H 3.4278 -0.7898 2.9423
H 2.0460 0.3576 2.8896
H 3.6820 0.9588 2.5738
O 0.2507 -0.0227 -1.7424
C -0.4426 0.9693 -2.1417
N -1.5584 1.3057 -1.5156
S -2.3239 2.5595 -2.2463
O -2.2775 3.6950 -1.3581
O -3.5870 2.1972 -2.8099
C -1.1090 2.7424 -3.5311
C -1.0779 3.6234 -4.5905
C 0.0159 3.5463 -5.4458
C 1.0266 2.6111 -5.2406
C 0.9703 1.7207 -4.1762
C -0.1161 1.8030 -3.3240
H -1.8677 4.3454 -4.7459
H 0.0825 4.2234 -6.2876
H 1.8635 2.5760 -5.9256
H 1.7418 0.9812 -4.0101
*
```

electronic energy	-3103.65862	Eh
maximum force	2.6	eV/A

[2]
Density functional theory data (ωB97M-V with the def2-TZVPD basis set) for C21H15N6O4V as an isolated structure at a distorted geometry.

```
! RIJCOSX wB97M-V def2-TZVPD def2/J DEFGRID3
* xyz 3 2
V -0.0089 -0.0739 -0.2742
N 4.1590 -0.0808 -0.9883
C 2.9149 -0.4462 -0.8735
N 1.9186 0.4183 -0.6146
C 2.2163 1.8031 -0.5408
N 1.2468 2.6488 -0.4682
N 0.0576 1.9463 -0.5039
C -1.0279 2.5628 -0.8101
C -2.2251 1.7317 -0.8945
C -3.4724 2.2056 -1.2124
C -4.5304 1.2887 -1.3010
C -4.2854 -0.0487 -1.0767
C -2.9927 -0.4624 -0.7617
N -1.9809 0.4036 -0.6620
C 3.6055 2.2156 -0.5860
C 3.9937 3.5497 -0.4251
C 5.3322 3.8812 -0.5035
C 6.2956 2.8998 -0.7529
C 5.9333 1.5734 -0.9215
C 4.5880 1.2598 -0.8294
H 4.8532 -0.7927 -1.1878
H 2.6831 -1.4975 -0.9883
H -1.0185 3.6289 -1.0238
H -3.6276 3.2608 -1.3949
H -5.5258 1.6326 -1.5509
H -5.0725 -0.7873 -1.1410
H -2.7639 -1.5046 -0.5806
H 3.2457 4.3075 -0.2389
H 5.6406 4.9093 -0.3754
H 7.3402 3.1731 -0.8172
H 6.6768 0.8115 -1.1167
O -0.0038 0.0557 1.6360
C 0.0272 -0.8579 2.5113
C 0.0487 -2.2448 2.2428
C 0.0731 -3.1521 3.3169
C 0.0757 -4.4991 3.0097
C 0.0545 -4.9754 1.7090
C 0.0314 -4.0846 0.6218
C 0.0321 -2.7535 0.9307
O 0.0054 -1.7811 -0.0738
N 0.0978 -5.4749 4.1335
O 0.1455 -5.0009 5.2483
O 0.1440 -6.6445 3.8289
H 0.0270 -0.5012 3.5440
H 0.0864 -2.8400 4.3541
H 0.0534 -6.0473 1.5503
H 0.0104 -4.4396 -0.3988
*
```

electronic energy	-2381.71183	Eh
maximum force	1.4	eV/A
expectation value of S²	0.777